{
  "formula": "C43H42Br2F3NO5P",
  "method": "ωB97M-V with the def2-TZVPD basis set",
  "gap_ev": [7.1, 7.3],
  "spin_multiplicity": 2,
  "molar_mass_g_mol": 900.6,
  "symbols": ["C", "P", "C", "C", "C", "C", "C", "F", "Br", "C", "F", "F", "Br", "C", "C", "C", "C", "N", "O", "C", "C", "C", "C", "H", "H", "H", "H", "H", "H", "H", "H", "H", "H", "H", "H", "H", "H", "H", "H", "H", "H", "H", "H", "H", "H", "H", "H", "H", "H", "C", "C", "C", "C", "C", "C", "C", "O", "C", "C", "C", "C", "C", "C", "C", "O", "H", "H", "H", "H", "H", "H", "H", "H", "C", "C", "C", "C", "C", "C", "C", "O", "C", "C", "C", "C", "C", "C", "C", "O", "H", "H", "H", "H", "H", "H", "H", "H"],
  "positions_angstrom": [[-0.54818, 7.09903, 3.26905], [-1.81079, 6.48328, 4.45279], [-3.29412, 6.32499, 3.39579], [-1.25511, 4.72739, 4.88179], [-0.06794, 4.98682, 5.82980], [0.76163, 3.76504, 6.23478], [0.30781, 2.90031, 7.40115], [-0.58882, 1.95307, 6.97068], [-0.47793, 3.91057, 8.85517], [1.49039, 2.08489, 8.01851], [2.29524, 2.89002, 8.76889], [0.99321, 1.10297, 8.81729], [2.59241, 1.22345, 6.67105], [-0.78988, 3.99634, 3.59097], [-1.25909, 2.54125, 3.32413], [-0.02010, 1.61327, 3.25400], [-1.92920, 2.46054, 1.94289], [-2.11502, 1.98733, 4.38303], [-2.49784, 0.79313, 4.16407], [-3.11866, 2.85172, 5.02787], [-4.27714, 3.17472, 4.08443], [-3.71451, 2.05104, 6.21331], [-2.44069, 4.08200, 5.63858], [-0.50969, 6.51304, 2.34890], [-0.80613, 8.11763, 2.99940], [0.42642, 7.08445, 3.74284], [-3.17210, 5.69631, 2.51245], [-3.54303, 7.32260, 3.04172], [-4.11922, 5.97977, 4.00549], [0.61857, 5.62516, 5.27262], [-0.40048, 5.57680, 6.67709], [0.85417, 3.09659, 5.38466], [1.76704, 4.11096, 6.46576], [0.29687, 3.99075, 3.61332], [-1.04383, 4.58588, 2.71539], [-0.27543, 0.73219, 2.67131], [0.78426, 2.11198, 2.72052], [0.29928, 1.29798, 4.24265], [-2.60720, 1.61554, 1.87696], [-2.46939, 3.37024, 1.68980], [-1.15682, 2.34816, 1.18520], [-4.83249, 2.26922, 3.86265], [-3.97685, 3.67520, 3.17235], [-4.95562, 3.83337, 4.62442], [-2.93303, 1.44064, 6.65064], [-4.55620, 1.44635, 5.90429], [-4.04210, 2.76787, 6.96325], [-3.20576, 4.83653, 5.81726], [-2.09318, 3.78470, 6.62093], [1.11802, 0.88450, -6.51099], [1.10798, 2.02207, -5.71094], [0.58074, 1.96821, -4.43238], [0.05242, 0.77795, -3.94981], [0.04561, -0.35973, -4.75970], [0.58810, -0.30269, -6.03696], [-0.54801, -1.63967, -4.27973], [-0.54926, -2.62954, -4.98246], [-1.14233, -1.66729, -2.91516], [-1.73892, -2.83573, -2.45878], [-2.28594, -2.88191, -1.18790], [-2.23509, -1.76252, -0.36356], [-1.64549, -0.59507, -0.81624], [-1.10226, -0.54005, -2.09202], [-0.49321, 0.73502, -2.56354], [-0.44178, 1.70903, -1.84159], [1.53854, 0.92686, -7.50677], [1.51499, 2.95120, -6.08665], [0.57502, 2.84593, -3.80168], [0.59079, -1.19077, -6.65287], [-1.77044, -3.70332, -3.10274], [-2.75219, -3.79212, -0.83551], [-2.65759, -1.80138, 0.63173], [-1.60448, 0.28000, -0.18274], [0.68432, -4.51290, -7.08808], [-0.03893, -5.42373, -6.32571], [0.59270, -6.52204, -5.77170], [1.95212, -6.72163, -5.98214], [2.67464, -5.81686, -6.76201], [2.03549, -4.70985, -7.30776], [4.12372, -6.02463, -7.03452], [4.75553, -5.23518, -7.70505], [4.77641, -7.23671, -6.46178], [6.11543, -7.47918, -6.73973], [6.74095, -8.59285, -6.20711], [6.03352, -9.46673, -5.38816], [4.69814, -9.23202, -5.11060], [4.06293, -8.12126, -5.65066], [2.61702, -7.90022, -5.36085], [2.00260, -8.66022, -4.64221], [0.18859, -3.65076, -7.51041], [-1.09581, -5.26820, -6.16070], [0.03921, -7.23106, -5.17225], [2.60482, -4.00983, -7.90324], [6.65883, -6.79304, -7.37391], [7.78293, -8.78216, -6.42806], [6.52618, -10.33362, -4.96846], [4.13977, -9.90736, -4.47783]],
  "lowdin_spin": [0.00, 0.00, 0.00, 0.00, 0.00, 0.00, 0.00, 0.00, 0.00, 0.00, 0.00, 0.00, 0.00, 0.00, 0.03, 0.01, 0.02, 0.38, 0.50, 0.03, 0.02, 0.00, 0.00, 0.00, 0.00, 0.00, 0.00, 0.00, 0.00, 0.00, 0.00, 0.00, 0.00, 0.00, 0.00, 0.00, 0.00, 0.00, 0.00, 0.00, 0.00, 0.00, 0.00, 0.00, 0.00, 0.00, 0.00, 0.00, 0.00, 0.00, 0.00, 0.00, 0.00, 0.00, 0.00, 0.00, 0.00, 0.00, 0.00, 0.00, 0.00, 0.00, 0.00, 0.00, 0.00, 0.00, 0.00, 0.00, 0.00, 0.00, 0.00, 0.00, 0.00, 0.00, 0.00, 0.00, 0.00, 0.00, 0.00, 0.00, 0.00, 0.00, 0.00, 0.00, 0.00, 0.00, 0.00, 0.00, 0.00, 0.00, 0.00, 0.00, 0.00, 0.00, 0.00, 0.00, 0.00]
}